[1]
Below is a molecular structure, C32H34CoN5O4P2SSe3, with properties calculated with wB97M-V/def2-TZVPD.

Calculated values
expectation value of S²	0.760
E_LUMO (spin up / spin down)	2.081 / 2.080	eV
multiplicity	2
total charge	-1

Cartesian coordinates (Å):
1 Co 0.35227 3.00764 -0.13830
2 C 0.11034 4.95022 -2.41976
3 C -0.75410 3.72950 -2.71351
4 N -1.22826 3.10235 -1.47348
5 C -2.45489 3.65583 -0.88530
6 C -2.24997 4.96932 -0.14061
7 S -0.89137 4.87211 1.06827
8 C 0.17183 6.23364 0.51771
9 C 1.29413 5.84347 -0.45568
10 N 0.98474 4.68095 -1.28530
11 H -0.51189 5.81968 -2.19533
12 H 0.68248 5.20353 -3.31967
13 H -0.14665 2.98320 -3.22611
14 H -1.59256 4.00002 -3.36804
15 H -1.37922 2.11364 -1.64576
16 H -2.81910 2.91766 -0.17186
17 H -3.22326 3.79780 -1.65731
18 H -3.17166 5.20175 0.39351
19 H -2.04949 5.79801 -0.81772
20 H 0.62621 6.63403 1.42331
21 H -0.48595 7.00908 0.12075
22 H 2.18968 5.61079 0.11329
23 H 1.52516 6.71693 -1.08000
24 H 1.90115 4.25429 -1.53908
25 Se -3.43475 -2.13798 3.53328
26 P -1.97268 -2.12362 2.02054
27 C -2.56892 -3.06129 0.58762
28 C -3.06910 -2.39152 -0.52332
29 C -3.73225 -3.09309 -1.51998
30 C -3.88759 -4.46668 -1.41791
31 C -3.38570 -5.14116 -0.31185
32 C -2.74291 -4.44016 0.69453
33 C -0.42769 -2.88657 2.59552
34 C 0.24190 -3.90104 1.92633
35 C 1.40858 -4.43878 2.45635
36 C 1.90201 -3.96916 3.66144
37 C 1.23109 -2.95829 4.33926
38 C 0.07315 -2.41825 3.81064
39 C -1.51026 -0.48102 1.43536
40 C -0.54944 0.08260 0.58040
41 N -0.70011 1.41835 0.70032
42 N -1.67652 1.66538 1.55790
43 N -2.17698 0.54376 2.00764
44 P 0.73649 -0.45522 -0.56028
45 Se 1.57286 1.19103 -1.61899
46 C 0.04200 -1.72749 -1.66226
47 C 0.20927 -3.08906 -1.44448
48 C -0.27488 -4.01228 -2.36095
49 C -0.92991 -3.57846 -3.50250
50 C -1.10445 -2.21904 -3.72568
51 C -0.61385 -1.29924 -2.81430
52 C 2.07558 -1.18804 0.39764
53 C 2.36827 -0.61098 1.62922
54 C 3.55842 -0.91841 2.26862
55 C 4.44891 -1.80716 1.69105
56 C 4.16209 -2.38099 0.45857
57 C 2.98777 -2.05848 -0.19838
58 H -2.95384 -1.31721 -0.59770
59 H -4.12600 -2.56317 -2.37801
60 H -4.40366 -5.01329 -2.19749
61 H -3.51671 -6.21223 -0.22223
62 H -2.40717 -4.95679 1.58550
63 H -0.14876 -4.28496 0.99588
64 H 1.93092 -5.22239 1.92169
65 H 2.81527 -4.38247 4.07040
66 H 1.61772 -2.58418 5.27846
67 H -0.46319 -1.64120 4.34203
68 H 0.73362 -3.42785 -0.56561
69 H -0.13653 -5.07106 -2.18060
70 H -1.30229 -4.29866 -4.22031
71 H -1.60824 -1.87503 -4.62022
72 H -0.69074 -0.23620 -3.01098
73 H 1.69893 0.12427 2.05995
74 H 3.79862 -0.43473 3.20536
75 H 5.38482 -2.03223 2.18678
76 H 4.87173 -3.05222 -0.00881
77 H 2.80196 -2.45334 -1.18923
78 O 1.77960 3.15793 1.08883
79 Se 3.45712 3.22203 0.74865
80 O 3.97801 4.54744 1.52578
81 O 3.63927 3.41647 -0.88034
82 O 4.10955 1.83793 1.26684

Force components x, y, z for each atom (eV/Å):
Co -0.6 0.3 -0.7
C 0.0 0.0 -0.1
C 0.0 0.0 -0.1
N 0.2 -0.1 0.3
C -0.1 0.0 0.0
C 0.0 0.0 0.0
S 0.0 0.0 0.2
C -0.1 0.0 0.0
C 0.0 0.2 0.0
N 0.9 -0.6 0.4
H 0.0 0.0 0.1
H 0.0 0.0 0.0
H 0.0 0.0 0.0
H 0.0 0.0 0.0
H 0.0 0.0 -0.1
H 0.0 0.0 0.0
H 0.0 0.0 0.0
H 0.0 0.0 0.0
H 0.0 0.0 0.0
H 0.0 0.0 0.0
H 0.0 0.0 0.0
H 0.1 -0.1 0.1
H 0.0 0.0 0.0
H -0.3 0.2 0.0
Se 0.0 0.0 0.0
P 0.0 0.0 0.0
C -0.1 0.0 0.0
C 0.0 0.0 0.0
C 0.0 0.0 0.0
C 0.0 0.0 0.0
C 0.0 0.0 0.0
C 0.0 0.0 0.0
C 0.0 0.0 0.0
C 0.0 0.0 0.0
C 0.0 0.0 0.0
C 0.0 0.0 0.0
C 0.0 0.0 0.0
C 0.0 0.0 0.0
C 0.0 0.0 0.1
C 0.0 0.0 0.0
N 0.4 0.2 0.2
N 0.0 0.0 0.0
N 0.0 0.0 0.0
P 0.2 0.0 0.2
Se -0.2 -0.2 -0.3
C 0.1 0.1 -0.1
C 0.0 0.0 0.0
C 0.0 0.0 0.0
C 0.0 0.0 0.0
C 0.0 0.0 0.0
C 0.0 0.0 0.0
C 0.0 0.0 0.1
C -0.1 0.0 0.0
C 0.0 -0.1 0.1
C -0.1 0.0 0.1
C 0.0 0.0 -0.1
C 0.1 0.0 0.0
H 0.0 0.0 0.0
H 0.0 0.0 0.0
H 0.0 0.0 0.0
H 0.0 0.0 0.0
H 0.0 0.0 0.0
H 0.0 0.0 0.0
H 0.0 0.0 0.0
H 0.0 0.0 0.0
H 0.0 0.0 0.0
H 0.0 0.0 0.0
H 0.1 0.0 0.0
H 0.0 0.0 0.0
H 0.0 0.0 0.0
H 0.0 0.0 0.0
H 0.0 0.0 0.0
H 0.0 0.0 0.0
H 0.0 0.0 0.0
H 0.0 0.0 0.0
H 0.0 0.0 0.0
H 0.0 0.0 0.0
O 0.0 -0.1 0.1
Se -0.1 0.2 -0.3
O -0.1 0.1 0.1
O -0.6 0.2 0.0
O 0.0 -0.2 0.1

The Mulliken scheme yields these atomic charges, measured in e: Co 0.186; C -0.845; C -0.685; N 0.250; C -0.740; C -0.685; S -0.123; C -0.580; C -0.531; N 0.063; H 0.420; H 0.420; H 0.272; H 0.406; H -0.007; H 0.297; H 0.453; H 0.567; H 0.301; H 0.478; H 0.399; H 0.111; H 0.428; H 0.183; Se -0.396; P 0.099; C 0.352; C -0.112; C -0.589; C -0.518; C -0.791; C -0.242; C 0.601; C 0.095; C -0.744; C -0.540; C -0.720; C -0.646; C 0.716; C -0.936; N 1.623; N -0.860; N -0.891; P 1.755; Se -0.261; C 0.149; C 0.107; C -0.978; C -0.655; C -0.822; C -0.803; C 0.431; C -0.253; C -0.785; C -0.535; C -1.016; C -0.291; H 0.324; H 0.414; H 0.410; H 0.410; H 0.463; H 0.409; H 0.385; H 0.371; H 0.415; H 0.406; H 0.548; H 0.429; H 0.388; H 0.444; H 0.233; H 0.358; H 0.436; H 0.449; H 0.394; H 0.543; O -0.584; Se 0.900; O -0.763; O -0.787; O -0.582

---

[2]
Below is a molecular structure, C33H41N5P2Pt, with properties calculated with wB97M-V/def2-TZVPD.

Calculated values
E_LUMO (spin up / spin down)	-6.945 / -7.008	eV
total charge	+2

Cartesian coordinates (Å):
1 Pt -0.76339 0.02469 0.04269
2 C -0.90543 -1.02017 4.31219
3 N -0.74701 -0.63642 2.90376
4 P 0.00267 0.72865 2.24462
5 C -0.92757 2.28126 2.47818
6 C -2.24385 2.37953 2.03035
7 C -2.94293 3.56938 2.11560
8 C -2.31543 4.70459 2.61773
9 C -0.99194 4.63719 3.01937
10 C -0.29960 3.43348 2.95420
11 C 1.51173 0.96413 3.18448
12 C 2.74235 0.71588 2.57948
13 C 3.91859 0.86482 3.29950
14 C 3.86272 1.25290 4.62941
15 C 2.63801 1.49897 5.24002
16 C 1.46148 1.36377 4.52316
17 P -1.27999 -1.54400 1.59330
18 C -2.96061 -2.07677 1.95387
19 C -3.21836 -3.40407 2.30970
20 C -4.49106 -3.78261 2.70992
21 C -5.51565 -2.85061 2.75534
22 C -5.26858 -1.52907 2.40579
23 C -4.00099 -1.14445 2.00947
24 C -0.29708 -3.04470 1.49040
25 C 0.81465 -3.20966 2.31050
26 C 1.56655 -4.37364 2.23163
27 C 1.21639 -5.36662 1.32974
28 C 0.12223 -5.19279 0.48937
29 C -0.62836 -4.03210 0.56111
30 H 0.01804 -0.82667 4.85570
31 H -1.11725 -2.08734 4.36666
32 H -1.72707 -0.47598 4.77831
33 H -2.72459 1.52557 1.57305
34 H -3.96910 3.61863 1.77663
35 H -2.85367 5.64093 2.67796
36 H -0.49113 5.52139 3.39000
37 H 0.73325 3.40804 3.27167
38 H 2.78460 0.41648 1.53895
39 H 4.87277 0.68185 2.82458
40 H 4.77732 1.36956 5.19517
41 H 2.60174 1.80389 6.27710
42 H 0.51411 1.57888 5.00224
43 H -2.43294 -4.14455 2.29550
44 H -4.67748 -4.80975 2.99237
45 H -6.50711 -3.15125 3.06634
46 H -6.06529 -0.79877 2.44473
47 H -3.83215 -0.11132 1.75192
48 H 1.08727 -2.44381 3.02616
49 H 2.41773 -4.50908 2.88585
50 H 1.79582 -6.27904 1.27847
51 H -0.14912 -5.96821 -0.21478
52 H -1.49128 -3.91500 -0.08577
53 C -1.20534 0.35566 -3.49984
54 C -0.91727 1.57201 -2.69150
55 N -0.69175 1.62416 -1.38543
56 C -0.47565 2.95568 -1.05961
57 C -0.57118 3.70231 -2.18279
58 N -0.84987 2.81350 -3.19720
59 H -1.63246 -0.42220 -2.86735
60 H -0.30114 -0.02567 -3.97960
61 H -1.92620 0.57331 -4.28655
62 H -0.28991 3.26744 -0.04591
63 H -0.47186 4.75901 -2.35393
64 H -1.00441 3.05285 -4.16395
65 C 3.34520 -1.39124 -2.64017
66 C 2.75888 -2.39817 -1.64678
67 C 3.87356 -3.02406 -0.81721
68 C 1.98024 -3.47957 -2.38353
69 N 1.86164 -1.74530 -0.65306
70 N 0.90299 -0.87326 -1.23267
71 H 4.14176 -1.85592 -3.22038
72 H 3.77719 -0.52966 -2.12303
73 H 2.60266 -1.03353 -3.35833
74 H 4.50535 -3.65015 -1.44604
75 H 3.45476 -3.64536 -0.02474
76 H 4.50948 -2.25726 -0.36770
77 H 2.61550 -3.94392 -3.13781
78 H 1.10788 -3.08366 -2.91445
79 H 1.63779 -4.24464 -1.69095
80 H 2.41533 -1.20652 0.00217
81 H 0.44364 -1.39748 -1.97204
82 H 1.32921 -0.05621 -1.67270

Force components x, y, z for each atom (eV/Å):
Pt 0.5 -0.3 0.9
C 0.0 0.0 0.0
N -0.1 0.0 0.3
P -1.7 0.6 -0.5
C 0.2 0.1 0.3
C -0.1 0.0 0.0
C 0.0 0.0 0.0
C 0.0 0.0 0.0
C 0.0 0.0 0.0
C 0.0 0.0 0.0
C 0.4 -0.2 -0.5
C 0.0 0.0 0.0
C 0.0 0.0 0.0
C 0.0 0.0 0.0
C 0.0 0.0 0.0
C -0.1 0.0 0.0
P 0.6 0.0 -0.2
C 0.0 0.1 -0.1
C 0.0 0.0 0.0
C 0.0 0.0 0.0
C 0.0 0.0 0.0
C 0.0 0.0 0.0
C 0.0 0.0 0.0
C 0.1 0.1 0.0
C 0.0 0.0 0.0
C 0.0 0.0 0.0
C 0.0 0.0 0.0
C 0.0 0.0 0.0
C 0.0 0.0 0.0
H 0.0 0.0 0.0
H 0.0 0.0 0.0
H 0.0 0.0 0.0
H 0.0 -0.1 0.0
H 0.0 0.0 0.0
H 0.0 0.0 0.0
H 0.0 0.0 0.0
H 0.0 0.0 0.0
H 0.0 0.0 0.0
H 0.0 0.0 0.0
H 0.0 0.0 0.0
H 0.0 0.0 0.0
H 0.0 0.0 0.0
H 0.0 0.0 0.0
H 0.0 0.0 0.0
H 0.0 0.0 0.0
H 0.0 0.0 0.0
H 0.1 0.1 -0.1
H 0.0 0.0 0.0
H 0.0 0.0 0.0
H 0.0 0.0 0.0
H 0.0 0.0 0.0
H 0.0 0.0 0.0
C 0.0 0.0 0.0
C 0.0 -0.1 0.0
N 0.2 0.3 0.5
C 0.0 0.0 0.0
C 0.0 0.0 0.0
N 0.0 0.0 0.0
H 0.0 0.0 0.0
H 0.0 0.0 0.0
H 0.0 0.0 0.0
H 0.0 0.0 0.0
H 0.0 0.0 0.0
H 0.0 0.0 0.0
C 0.0 0.0 0.0
C 0.2 0.2 0.0
C 0.0 0.0 0.0
C 0.0 0.0 0.0
N -0.1 -0.3 -0.1
N -0.4 -0.3 -0.6
H 0.0 0.0 0.0
H 0.0 0.0 0.0
H 0.0 0.0 0.0
H 0.0 0.0 0.0
H 0.0 0.0 0.0
H 0.0 0.0 0.0
H 0.0 0.0 0.0
H 0.0 0.0 0.0
H 0.0 0.0 0.0
H 0.0 0.1 0.0
H 0.1 -0.1 0.0
H 0.1 -0.1 -0.1

The Mulliken scheme yields these atomic charges, measured in e: Pt 1.598; C -1.053; N 0.597; P 0.035; C 0.552; C 0.221; C -0.943; C -0.586; C -0.852; C -0.648; C 0.349; C -0.496; C -0.675; C -0.635; C -0.873; C -0.175; P 0.426; C 0.973; C -0.535; C -0.829; C -0.515; C -0.874; C -0.302; C 0.951; C -0.486; C -0.775; C -0.505; C -0.955; C -0.469; H 0.449; H 0.403; H 0.264; H -0.158; H 0.487; H 0.431; H 0.457; H 0.430; H 0.177; H 0.466; H 0.437; H 0.445; H 0.598; H 0.378; H 0.445; H 0.420; H 0.450; H 0.242; H 0.296; H 0.473; H 0.412; H 0.512; H 0.518; C -1.334; C 0.676; N 0.005; C -0.286; C -0.684; N 0.014; H 0.214; H 0.258; H 0.497; H 0.333; H 0.410; H 0.192; C -1.787; C 1.303; C -1.576; C -1.465; N 0.423; N -0.575; H 0.502; H 0.342; H 0.304; H 0.448; H 0.234; H 0.392; H 0.498; H 0.360; H 0.225; H 0.013; H 0.145; H 0.367

---

What are the energy above the lowest of the compared OMol25 structures with the same formula, charge and spin values for these records? In order: 39.3; 230.2 kJ/mol.
What are the maximum force values for these records? In order: 0.023; 0.037 hartree/bohr.